# 1
330
Properties=species:S:1:pos:R:3:forces:R:3:mulliken_charge:R:1 method="wB97M-V/def2-TZVPD" smiles=CC1(C)CCCC(C)(C)N1O.CC1(C)CCCC(C)(C)N1O.CC1(C)CCCC(C)(C)N1O.CC1(C)CCCC(C)(C)N1O.CC1(C)CCCC(C)(C)N1O.CC1(C)CCCC(C)(C)N1O.CC1(C)CCCC(C)(C)N1O.CC1(C)CCCC(C)(C)N1O.CC1(C)CCCC(C)(C)N1O.CC1(C)CCCC(C)(C)N1O.CC1(C)CCCC(C)(C)N1O lumo_ha=0.0143 homo_energy_ev=-8.190 total_charge=0
C -1.258 -0.893 -7.135 0.2 0.2 0.4 -1.920
C -1.847 -1.238 -5.759 -0.8 -0.9 -1.0 1.431
C -2.978 -2.306 -6.002 1.2 1.0 0.5 -1.421
C -2.352 -3.615 -6.345 0.3 -1.2 -0.2 -0.923
C -1.390 -4.032 -5.227 -0.4 1.4 1.1 -0.364
C -0.176 -3.108 -5.060 -1.5 1.3 0.4 1.921
N -0.842 -1.791 -4.824 0.2 0.1 0.0 0.504
O 0.130 -0.804 -4.564 0.4 0.4 0.4 1.268
C 0.562 -3.447 -3.717 0.8 -1.8 -3.4 -1.320
C 0.761 -3.245 -6.288 1.0 1.6 1.5 -1.342
C -2.514 -0.026 -5.153 1.4 0.5 1.4 -1.551
H -0.349 -0.296 -7.037 0.0 0.0 -0.1 0.136
H -1.969 -0.339 -7.735 -0.2 0.2 -0.1 0.500
H -1.035 -1.804 -7.663 0.3 -0.1 -0.3 0.383
H -3.566 -2.369 -5.096 -0.3 -0.1 0.3 0.391
H -3.599 -1.912 -6.796 -0.3 0.0 -0.2 0.613
H -1.733 -3.449 -7.251 -0.7 -0.7 0.2 0.472
H -3.128 -4.412 -6.508 0.8 0.6 -0.1 0.328
H -0.977 -4.989 -5.333 0.2 -1.8 -0.3 0.838
H -1.886 -3.957 -4.235 0.0 -0.3 -0.8 -0.919
H -0.021 -3.263 -2.846 -0.4 -0.1 0.6 -0.351
H 0.845 -4.525 -3.965 -0.6 0.8 1.3 0.676
H 1.529 -2.977 -3.726 0.1 0.7 0.4 -0.166
H 1.570 -3.855 -5.924 0.3 -0.7 -0.3 0.615
H 0.257 -3.700 -7.115 0.0 0.0 -0.6 0.719
H 1.319 -2.287 -6.541 -1.0 -1.0 -0.1 -0.240
H -3.023 0.567 -5.889 -0.2 0.2 -0.3 0.022
H -1.715 0.571 -4.660 -0.5 0.0 -0.5 0.287
H -3.192 -0.281 -4.341 -0.2 -0.2 -0.1 0.341
H 0.873 -0.882 -5.185 -0.4 -0.1 -0.1 -1.067
C 2.930 6.451 3.527 -1.1 -0.2 0.9 -1.826
C 1.629 6.393 4.437 1.3 -0.9 -2.3 1.736
C 0.930 7.682 4.187 0.1 0.9 0.8 -1.360
C 0.315 7.826 2.830 -1.6 0.1 -0.6 -0.709
C -0.628 6.661 2.499 0.6 -0.4 0.2 -1.284
C -0.039 5.269 2.767 -0.7 -0.7 1.0 1.640
N 0.694 5.274 4.085 0.7 0.5 -0.4 -0.254
O 1.395 4.042 4.246 0.4 0.3 -0.6 0.233
C -1.234 4.250 3.066 0.5 2.3 -0.9 -1.067
C 0.661 4.836 1.501 1.5 0.1 -0.5 -0.765
C 2.011 6.256 5.875 0.2 -1.1 0.4 -1.698
H 3.529 5.576 3.660 0.6 -0.6 0.0 0.329
H 3.527 7.316 3.798 0.1 0.1 0.2 0.503
H 2.664 6.553 2.494 -0.1 0.0 -0.6 0.415
H 0.242 7.745 5.027 -0.7 0.5 -0.2 0.348
H 1.674 8.478 4.302 -0.2 0.0 0.3 0.433
H 1.048 7.925 2.034 0.4 -0.1 0.1 0.345
H -0.296 8.751 2.746 0.4 -0.4 0.3 0.416
H -0.853 6.701 1.426 -0.5 0.0 0.3 0.310
H -1.508 6.667 3.114 -0.7 0.7 0.1 0.579
H -1.834 4.343 2.132 -0.2 -0.4 0.9 0.392
H -0.887 3.239 3.250 0.3 0.0 0.2 -0.456
H -1.740 4.672 3.960 0.0 -0.6 -0.6 0.681
H -0.040 4.359 0.806 0.3 -0.1 0.3 -0.418
H 1.153 5.654 0.932 -0.4 -0.1 0.5 0.613
H 1.487 4.161 1.734 -0.3 -0.4 -0.2 -0.589
H 1.092 6.183 6.443 -0.1 0.4 0.4 0.480
H 2.664 7.068 6.181 -0.1 0.2 0.2 0.416
H 2.514 5.297 6.079 0.1 0.4 -0.2 -0.032
H 2.211 4.144 3.701 -0.6 -0.3 0.4 -0.031
C -8.913 1.761 1.834 -0.5 0.0 -0.5 -1.790
C -7.855 1.025 2.681 -0.5 0.2 0.1 1.428
C -7.241 -0.229 1.970 0.1 0.6 0.4 -0.650
C -6.350 0.232 0.849 -0.6 0.7 -0.2 -1.140
C -5.278 1.199 1.245 2.1 -0.3 1.8 1.535
C -5.791 2.424 2.022 -2.0 -0.8 0.4 1.460
N -6.734 1.903 3.046 0.6 -0.1 1.0 0.399
O -7.242 3.066 3.717 -0.5 0.0 -0.8 -0.564
C -4.692 3.150 2.774 1.1 -1.7 -1.8 -1.213
C -6.479 3.380 1.056 -0.7 0.7 1.2 -1.850
C -8.592 0.624 3.958 -0.1 -0.5 0.1 -2.003
H -8.626 1.778 0.807 0.2 0.0 -0.9 0.410
H -9.151 2.826 2.063 0.4 -1.0 0.5 0.241
H -9.837 1.183 1.837 -0.1 0.1 0.2 0.459
H -6.709 -0.909 2.689 -0.6 0.6 -0.5 -0.186
H -8.023 -0.736 1.420 -0.6 -0.6 0.6 0.483
H -7.046 0.781 0.186 0.5 -0.3 -0.2 0.222
H -5.954 -0.592 0.279 0.2 -0.4 -0.2 0.333
H -4.804 1.531 0.324 0.4 0.2 0.1 0.107
H -4.444 0.740 1.943 -1.5 0.5 -1.5 -1.163
H -3.888 3.134 1.983 -0.2 0.4 1.2 -0.111
H -4.983 4.158 2.965 0.0 0.6 0.6 0.538
H -4.401 2.515 3.634 0.0 0.8 -0.3 0.309
H -5.627 3.801 0.559 0.0 0.9 -0.8 0.604
H -7.115 2.842 0.385 0.0 -0.1 -0.7 0.363
H -7.177 4.133 1.568 1.5 -0.8 -0.6 0.296
H -9.052 1.495 4.394 0.3 0.5 0.5 0.499
H -7.939 0.086 4.652 -0.1 0.2 0.1 0.305
H -9.485 0.016 3.780 0.4 -0.4 -0.5 0.425
H -6.960 2.989 4.621 0.3 -0.3 0.6 0.338
C -2.834 -8.024 -1.717 -0.9 1.7 -0.3 -1.955
C -2.832 -6.441 -1.839 0.1 -1.1 1.6 1.868
C -3.970 -5.870 -2.649 0.4 -0.1 -2.2 -1.924
C -4.197 -4.402 -2.505 1.4 0.9 1.4 0.976
C -4.420 -4.082 -1.023 -0.1 -0.3 0.3 -1.501
C -3.250 -4.520 -0.137 0.0 0.6 0.4 1.580
N -3.074 -5.945 -0.422 0.7 -0.9 -0.4 0.234
O -2.083 -6.562 0.397 0.9 1.1 0.7 -0.495
C -2.026 -3.627 -0.308 1.8 -2.0 -1.9 1.713
C -3.650 -4.365 1.337 1.3 -0.5 -0.2 -2.380
C -1.442 -6.153 -2.377 -0.1 -1.0 0.9 -0.403
H -2.972 -8.441 -2.683 -0.6 -0.3 -1.2 0.533
H -3.624 -8.389 -1.069 0.2 0.0 0.3 0.436
H -1.850 -8.361 -1.491 0.6 -0.2 1.0 0.347
H -3.906 -6.011 -3.755 0.7 -0.5 0.6 0.381
H -4.885 -6.336 -2.424 -1.2 -1.0 0.7 0.524
H -5.063 -4.117 -3.072 -0.3 0.4 -0.5 0.666
H -3.278 -3.853 -2.849 -1.0 -0.2 0.1 -0.759
H -5.245 -4.703 -0.604 0.0 0.7 -0.6 0.438
H -4.590 -3.008 -0.876 -0.2 -0.2 0.1 0.003
H -1.923 -2.925 0.461 -0.3 1.4 0.8 -0.235
H -1.052 -4.231 -0.175 -1.3 0.7 -0.5 -1.049
H -2.024 -3.191 -1.331 0.4 0.1 0.8 -0.682
H -4.412 -5.066 1.562 -1.0 -0.5 0.4 0.826
H -2.778 -4.629 1.947 -0.1 -0.1 0.0 0.385
H -3.877 -3.353 1.637 -0.5 0.3 -0.4 0.133
H -1.363 -6.831 -3.240 0.6 0.1 0.3 0.771
H -0.716 -6.387 -1.529 -0.6 0.3 -1.5 -0.029
H -1.365 -5.171 -2.751 0.5 1.2 -0.1 -0.890
H -1.277 -5.963 0.525 -1.5 -0.8 -0.5 0.311
C 4.479 -2.347 -7.307 -0.9 1.1 0.6 -1.500
C 5.368 -2.485 -6.110 0.9 1.8 1.9 1.676
C 6.617 -1.590 -6.218 1.2 0.0 0.0 -1.355
C 6.460 -0.072 -5.997 -2.0 -0.9 0.3 -0.943
C 5.667 0.240 -4.664 1.5 -3.6 -1.2 -0.878
C 4.400 -0.621 -4.550 0.7 0.3 0.2 2.479
N 4.725 -2.063 -4.816 0.0 0.5 -1.3 -0.112
O 3.481 -2.753 -4.821 -0.1 -1.3 1.8 0.364
C 3.915 -0.668 -3.105 -0.5 1.9 0.2 -0.641
C 3.369 0.048 -5.437 0.4 2.0 -0.6 -1.209
C 5.810 -3.905 -5.872 0.0 -0.2 1.4 -1.869
H 3.558 -2.903 -7.047 0.3 0.4 -0.8 0.095
H 4.991 -2.737 -8.164 0.0 -0.4 -0.6 0.626
H 4.287 -1.249 -7.473 -0.1 -1.3 -0.1 0.251
H 7.394 -1.977 -5.526 -0.5 0.2 -0.2 0.349
H 7.027 -1.740 -7.220 0.1 -0.1 0.0 0.459
H 5.959 0.345 -6.901 0.1 0.0 0.7 0.353
H 7.395 0.429 -5.906 0.9 0.2 -0.1 0.624
H 5.520 1.257 -4.719 -0.9 2.3 0.6 0.141
H 6.298 -0.043 -3.820 0.3 0.3 0.0 0.298
H 4.489 -1.322 -2.452 0.4 0.0 -0.1 0.811
H 3.924 0.398 -2.740 -0.1 -1.1 0.0 -0.885
H 2.890 -1.013 -3.054 -0.3 0.0 0.0 -0.825
H 2.966 1.041 -5.093 0.4 -1.1 0.5 0.340
H 3.700 0.323 -6.451 0.3 -0.4 0.4 0.468
H 2.595 -0.620 -5.570 -1.9 -1.3 -0.3 0.096
H 6.443 -4.165 -6.699 0.5 -0.6 -0.2 0.503
H 4.956 -4.575 -5.800 -0.1 -0.1 -0.4 0.212
H 6.313 -3.992 -4.857 -0.2 0.2 -1.4 0.334
H 3.600 -3.428 -4.097 -0.3 1.0 -1.0 -0.060
C 5.114 -6.224 -1.216 -1.4 1.5 -0.3 -1.721
C 4.470 -5.067 -0.378 -0.8 0.1 0.8 2.431
C 3.648 -4.070 -1.259 0.9 -0.5 0.7 -1.967
C 2.814 -3.052 -0.467 0.4 -1.6 1.7 1.177
C 1.833 -3.916 0.358 0.5 -0.3 1.1 0.150
C 2.546 -4.908 1.324 0.5 0.0 -0.1 0.988
N 3.542 -5.703 0.567 -2.5 0.9 -1.1 0.376
O 4.137 -6.607 1.393 0.7 -1.2 0.6 -0.506
C 3.159 -4.113 2.606 -1.0 -0.6 -1.9 -1.525
C 1.427 -5.849 1.883 2.7 -0.2 -0.5 -1.610
C 5.559 -4.324 0.351 1.2 0.6 1.2 -1.822
H 4.534 -6.299 -2.157 0.3 -0.3 0.4 0.328
H 5.024 -7.127 -0.633 0.3 -0.3 -0.1 0.422
H 6.128 -5.953 -1.461 0.4 -0.2 -0.1 0.359
H 4.407 -3.631 -1.867 0.6 0.9 -0.6 0.780
H 3.098 -4.679 -1.959 -0.9 -0.1 0.0 0.260
H 2.213 -2.433 -1.076 -0.3 1.0 -0.9 0.215
H 3.446 -2.437 0.247 -0.7 -0.6 -1.0 -0.990
H 1.167 -4.514 -0.288 0.4 0.2 -0.1 -0.329
H 1.157 -3.356 1.024 0.3 0.2 -0.4 -0.334
H 3.674 -4.664 3.367 0.5 -0.9 0.2 0.797
H 3.815 -3.318 2.286 -0.2 0.5 0.1 0.098
H 2.268 -3.786 3.104 -0.3 0.8 0.4 0.275
H 0.780 -5.139 2.331 -1.2 0.1 0.6 0.252
H 0.972 -6.440 1.054 0.3 0.3 0.9 0.106
H 1.984 -6.443 2.657 -1.3 0.0 -0.7 0.458
H 5.336 -3.472 1.034 -0.6 -0.7 -0.6 -0.040
H 6.163 -3.856 -0.407 0.8 0.0 -0.3 0.546
H 6.161 -5.015 0.983 -0.1 0.3 -0.7 0.451
H 4.374 -6.131 2.192 0.4 0.2 0.5 0.450
C 1.760 -2.181 7.451 0.4 1.3 0.2 -2.096
C 2.443 -1.004 6.744 0.0 1.0 0.7 2.168
C 1.400 0.123 6.650 -0.4 -1.0 0.6 -0.665
C 1.928 1.436 6.210 1.4 0.3 0.6 1.058
C 3.177 1.804 7.129 -0.8 0.5 -1.9 -2.082
C 4.275 0.732 7.204 -1.0 0.7 1.1 2.050
N 3.557 -0.466 7.666 -1.1 -0.8 -0.8 0.088
O 4.472 -1.532 7.958 0.0 0.2 -0.2 -0.482
C 5.039 0.590 5.885 1.4 0.9 0.9 -1.412
C 5.194 1.208 8.399 -1.8 -2.0 -0.2 -1.875
C 2.823 -1.455 5.341 0.4 -0.9 0.7 -1.190
H 1.577 -1.802 8.469 0.2 -0.8 0.0 0.555
H 2.428 -3.014 7.333 0.1 -0.7 0.7 0.474
H 0.794 -2.404 7.008 -0.1 0.1 -0.2 -0.027
H 0.606 -0.292 6.009 0.1 0.5 0.2 -0.852
H 0.992 0.286 7.650 -0.3 -0.4 0.2 0.675
H 1.151 2.204 6.289 0.3 0.0 -0.2 0.626
H 2.226 1.303 5.175 0.2 0.6 -0.4 -0.905
H 2.836 2.070 8.129 -0.1 -0.1 0.0 0.497
H 3.658 2.688 6.678 -0.2 0.0 0.3 0.296
H 6.021 1.075 6.036 -0.1 -0.3 -0.1 0.522
H 5.240 -0.439 5.655 0.0 -0.4 -0.3 0.137
H 4.642 1.152 5.051 -0.6 -0.2 -0.2 -0.119
H 4.556 1.295 9.318 0.6 0.6 -0.9 0.372
H 5.793 0.345 8.615 1.0 -0.2 0.1 0.509
H 5.777 2.051 8.100 0.3 0.7 0.2 0.458
H 3.647 -2.184 5.382 -0.3 0.0 -0.1 0.593
H 3.127 -0.679 4.691 0.3 1.0 -0.6 0.063
H 1.931 -1.907 4.914 0.0 -0.3 -0.1 -0.020
H 4.392 -1.561 8.917 0.1 -0.3 0.0 0.384
C 4.530 3.154 -2.211 0.1 1.7 0.1 -1.289
C 5.126 3.093 -0.814 0.1 0.9 0.0 1.500
C 4.086 3.686 0.177 0.1 0.6 -1.5 -1.054
C 4.310 3.359 1.601 0.7 1.0 0.4 0.235
C 4.506 1.912 1.841 2.6 -2.3 -0.4 0.319
C 5.669 1.267 0.869 0.1 1.9 1.6 1.610
N 5.242 1.671 -0.464 1.0 -0.3 -0.8 1.791
O 6.213 1.038 -1.391 -0.5 1.3 0.8 -0.619
C 7.062 1.814 1.274 -0.3 0.3 -0.2 -1.674
C 5.630 -0.244 0.894 0.3 -0.2 1.5 -1.483
C 6.431 3.943 -0.883 -0.8 -0.3 0.1 -2.172
H 5.294 3.049 -2.986 -0.3 -0.4 0.1 0.292
H 4.098 4.173 -2.326 0.2 -0.5 -0.1 0.578
H 3.713 2.475 -2.247 -0.6 -0.8 -0.5 -0.250
H 3.937 4.772 0.028 0.8 -0.2 0.1 0.793
H 3.092 3.374 -0.091 -0.5 -0.9 -0.4 -0.734
H 3.403 3.644 2.066 -1.0 0.4 1.0 -0.390
H 5.071 4.040 2.000 0.2 -0.5 0.2 0.619
H 3.641 1.365 1.504 -0.6 -0.2 0.3 -0.446
H 4.774 1.648 2.905 -0.4 0.3 -1.1 -0.130
H 7.494 1.276 2.094 0.1 -0.8 0.4 0.487
H 7.764 1.762 0.431 -0.2 0.1 0.3 0.232
H 7.001 2.823 1.688 0.0 0.2 -0.5 0.329
H 4.822 -0.463 0.246 -1.0 -0.9 -0.5 -0.354
H 6.523 -0.798 0.568 -0.1 0.6 -0.1 0.376
H 5.424 -0.590 1.930 -0.1 0.1 -0.6 0.577
H 6.356 4.754 -1.588 -0.5 0.3 -0.3 0.461
H 7.257 3.375 -1.208 0.9 -1.0 -0.5 0.440
H 6.752 4.385 0.023 0.0 0.4 1.3 0.386
H 5.665 0.307 -1.648 -0.2 -0.7 -0.6 0.044
C -0.262 -0.834 0.899 -1.9 -1.6 -0.3 0.407
C 0.217 0.563 0.917 1.0 0.5 0.5 2.383
C 1.280 0.762 -0.149 1.2 0.2 0.7 0.849
C 0.786 0.682 -1.574 0.2 0.9 0.8 0.507
C -0.250 1.803 -1.681 0.4 0.2 -0.9 -1.157
C -1.407 1.637 -0.684 1.2 1.9 -0.2 2.918
N -0.818 1.586 0.660 0.9 0.6 -0.8 0.973
O -1.900 1.534 1.542 0.1 -0.4 1.1 2.212
C -2.219 2.968 -0.761 0.5 -0.9 0.6 -1.838
C -2.286 0.474 -0.931 -1.6 -1.5 -1.3 -0.334
C 0.835 0.841 2.295 1.0 0.3 0.3 -0.772
H -1.282 -0.810 1.310 0.2 -0.3 0.3 -1.089
H 0.325 -1.593 1.434 0.1 0.6 0.0 0.445
H -0.456 -1.218 -0.105 0.6 -0.1 0.1 -0.772
H 1.730 1.750 0.039 -0.3 0.1 -0.3 -1.036
H 2.148 0.113 0.059 -0.4 -0.3 -0.1 -0.358
H 0.430 -0.314 -1.863 0.0 0.3 -0.1 -1.013
H 1.635 0.972 -2.177 0.1 -0.3 -0.6 0.257
H -0.624 1.778 -2.716 -0.3 0.3 0.3 0.011
H 0.281 2.821 -1.543 -0.8 -1.5 0.0 0.016
H -1.554 3.825 -0.597 -0.2 -0.2 -0.4 0.384
H -2.755 2.993 -1.692 -0.1 0.3 -0.6 0.512
H -2.948 2.970 0.032 -0.4 0.1 0.2 -0.558
H -2.846 0.594 -1.892 0.5 -0.1 0.5 0.333
H -1.816 -0.533 -0.931 -0.2 1.0 -0.3 -0.546
H -3.052 0.439 -0.161 -0.1 0.0 0.2 -0.858
H 1.296 1.861 2.292 -0.5 -0.7 0.3 -0.643
H 1.634 0.109 2.596 -0.5 0.5 -0.7 0.577
H 0.114 0.721 3.102 -0.3 0.4 0.0 -0.462
H -1.664 2.265 2.130 -0.5 -0.2 0.1 -1.279
C -2.202 5.077 -8.335 -0.4 -0.5 -0.3 -1.851
C -2.837 4.129 -7.325 0.8 -0.9 -0.5 1.463
C -1.850 3.956 -6.129 -2.1 -1.4 0.7 -0.420
C -1.936 5.128 -5.122 -0.9 0.2 -1.5 -1.002
C -3.395 5.406 -4.720 0.0 -0.6 -1.5 -1.408
C -4.354 5.682 -5.905 0.2 0.0 -0.1 1.827
N -4.163 4.553 -6.876 -0.3 0.6 1.3 0.126
O -4.964 4.915 -7.980 0.5 0.7 -0.6 -0.530
C -5.853 5.647 -5.493 -0.5 -1.2 -1.0 -1.951
C -4.142 7.096 -6.467 1.5 1.2 0.7 -1.633
C -3.080 2.713 -8.041 1.2 1.6 0.1 -2.049
H -1.964 6.023 -7.889 -0.2 0.7 0.1 0.385
H -2.930 5.156 -9.149 0.5 0.5 -0.1 0.394
H -1.244 4.692 -8.687 -0.1 -0.3 -0.2 0.422
H -2.159 2.997 -5.590 0.3 1.1 -0.4 -0.379
H -0.911 3.693 -6.606 0.5 0.5 0.4 0.635
H -1.591 6.049 -5.594 0.6 0.0 0.2 0.390
H -1.441 4.908 -4.202 0.9 0.0 0.4 0.523
H -3.434 6.222 -4.029 -0.1 0.5 0.5 0.539
H -3.717 4.503 -4.254 -0.7 -0.6 0.7 0.366
H -6.098 6.132 -4.547 0.3 0.1 -0.1 0.408
H -6.487 6.068 -6.312 0.6 0.0 0.7 0.352
H -6.187 4.582 -5.465 0.3 0.6 0.4 0.366
H -4.350 7.832 -5.667 0.0 -0.4 0.0 0.446
H -3.107 7.381 -6.779 -0.6 -0.6 0.2 0.260
H -4.790 7.410 -7.261 -0.5 -0.4 -0.6 0.401
H -3.796 2.833 -8.857 0.3 0.0 0.0 0.492
H -3.504 2.082 -7.300 -0.4 -0.8 0.6 0.822
H -2.130 2.254 -8.423 -0.8 0.5 0.3 0.301
H -5.443 4.125 -8.153 -0.8 -0.9 -0.3 0.369
C -3.698 -2.652 8.092 -0.4 0.6 -1.2 -2.211
C -3.293 -2.921 6.668 -0.6 1.3 -1.8 2.016
C -4.574 -3.243 5.847 -0.9 -1.5 0.9 -1.746
C -4.425 -3.045 4.350 -0.2 -0.5 -0.7 -0.544
C -3.815 -1.701 3.963 0.2 -0.1 -1.0 1.246
C -2.589 -1.262 4.772 0.2 -0.1 -0.2 2.162
N -2.856 -1.550 6.196 0.7 -0.1 0.3 -0.332
O -1.622 -1.240 6.905 -0.5 0.1 0.2 -0.311
C -1.286 -1.837 4.201 -0.3 0.1 -2.4 0.390
C -2.401 0.239 4.624 -0.4 2.0 2.5 -1.039
C -2.287 -4.052 6.417 -0.6 0.9 -0.6 -1.274
H -4.084 -3.543 8.473 -0.8 -1.4 1.0 0.498
H -4.486 -1.873 8.064 0.6 -0.3 0.3 0.418
H -2.835 -2.365 8.634 0.7 0.4 0.9 0.475
H -4.862 -4.330 6.102 0.6 1.3 -0.6 0.414
H -5.455 -2.715 6.246 0.4 0.4 -0.2 0.401
H -5.385 -3.184 3.782 0.6 0.2 0.7 0.539
H -3.795 -3.836 3.933 0.1 0.0 0.2 -0.064
H -4.601 -0.918 3.992 0.5 -0.3 -0.1 0.298
H -3.402 -1.827 2.919 -0.8 0.6 0.8 -1.299
H -1.168 -2.888 4.171 -0.4 -1.4 0.2 0.644
H -1.149 -1.564 3.079 -0.3 0.0 2.2 -0.574
H -0.450 -1.508 4.757 0.9 0.7 0.5 -0.977
H -3.311 0.826 4.961 0.7 -0.8 -0.3 0.344
H -1.567 0.637 5.290 -0.9 -0.8 -0.7 -0.081
H -2.152 0.615 3.660 0.0 -0.3 -1.1 -0.293
H -2.311 -4.238 5.335 0.0 -0.5 0.4 0.315
H -2.607 -4.909 6.994 0.2 -0.4 0.0 0.510
H -1.279 -3.746 6.622 0.5 0.0 0.6 -0.082
H -1.896 -0.624 7.610 0.1 -0.3 -0.5 0.329


# 2
12
Properties=species:S:1:pos:R:3:forces:R:3:mulliken_charge:R:1 method="wB97M-V/def2-TZVPD" lumo_ha=-0.1613 homo_energy_ev=-14.165 total_charge=+1
C 0.982 -1.152 1.875 1.2 -2.8 0.9 -0.024
C 1.065 -0.450 2.934 0.1 0.6 1.0 -0.347
C -0.291 1.284 0.032 -3.3 -0.9 3.0 -0.281
C 0.485 -1.278 0.567 -0.1 0.9 -1.8 -0.210
C 0.061 -0.101 0.136 -0.5 -1.1 -1.3 0.192
N -0.452 0.410 -1.130 -1.0 0.2 -0.2 -0.161
H 1.597 -2.042 2.243 -0.3 0.8 0.3 0.305
H -1.154 1.827 0.562 1.1 -1.3 -1.1 0.286
H 0.516 1.832 -0.118 3.5 3.0 -0.4 0.301
H 0.611 -2.193 -0.083 -0.4 1.3 0.9 0.358
H -1.388 0.261 -1.399 -1.5 -0.7 -0.2 0.292
H 0.063 0.727 -1.910 1.3 -0.1 -1.1 0.290


# 3
9
Properties=species:S:1:pos:R:3:forces:R:3:mulliken_charge:R:1 method="wB97M-V/def2-TZVPD" lumo_ha="-0.0515 / -0.0478" homo_energy_ev="-8.756 / -8.468" total_charge=0
C 0.850 -0.400 0.693 0.1 0.3 -2.5 0.167
C -0.361 0.159 0.805 1.3 -1.1 0.6 -0.169
C 1.604 -0.386 -0.485 -0.1 0.6 -1.6 -0.505
C -1.767 0.304 -1.156 0.8 -0.3 0.7 -0.213
O -1.094 0.775 -0.124 -1.2 1.1 -1.1 -0.012
Br 2.792 -1.756 -0.856 -0.2 0.0 0.5 -0.046
I -2.684 1.950 -2.205 0.3 -0.2 0.4 0.001
H 1.337 -0.771 1.519 0.6 -0.9 2.3 0.412
H -0.676 0.126 1.809 -1.5 0.5 0.8 0.365